[1]
{
  "formula": "C9H5Cl2I2O2ReS3",
  "method": "ωB97M-V/def2-TZVPD",
  "symbols": ["Re", "I", "C", "I", "H", "H", "S", "C", "S", "S", "Cl", "C", "C", "C", "Cl", "C", "O", "C", "C", "O", "C", "H", "H", "H"],
  "coordinates": [[1.536786, -1.058610, -0.160959], [3.998565, -0.076886, -0.730425], [4.380709, 2.038746, -0.489711], [2.648195, 3.208066, -0.402232], [4.983257, 2.300177, -1.350286], [4.936345, 2.104607, 0.436096], [3.242666, -3.597190, 3.137740], [2.640681, -2.729370, 1.935303], [1.705711, -1.255089, 2.158618], [2.757752, -3.074832, 0.221335], [-5.678347, 0.731812, -0.297288], [-3.961343, 0.611318, -0.313809], [-3.183385, 1.776649, -0.289271], [-1.809985, 1.730811, -0.303516], [-0.951522, 3.223970, -0.287777], [-1.117464, 0.509978, -0.330928], [0.201887, 0.478870, -0.354752], [-1.926404, -0.653075, -0.354568], [-1.348040, -1.924504, -0.395072], [-0.114261, -2.200047, -0.322888], [-3.340157, -0.593703, -0.356394], [-3.673216, 2.742948, -0.262919], [-2.011304, -2.783498, -0.497802], [-3.917117, -1.511145, -0.388498]],
  "forces_ev_per_a": [[-0.89, 0.05, 1.10], [0.50, 0.07, 0.01], [-0.23, -0.07, -0.02], [0.01, 0.01, 0.01], [0.01, -0.01, -0.04], [0.02, 0.00, 0.04], [0.04, -0.05, 0.09], [0.13, -0.17, 0.20], [-0.05, 0.30, -0.89], [-0.11, 0.41, -0.36], [0.04, 0.02, 0.00], [-0.12, 0.25, 0.00], [-0.13, 0.13, 0.01], [0.05, 0.35, 0.00], [0.06, -0.04, 0.01], [0.28, -0.05, -0.01], [0.17, -0.41, -0.02], [0.03, 0.05, 0.00], [0.42, -0.25, 0.07], [-0.45, -0.15, -0.22], [0.07, -0.34, -0.03], [0.03, -0.06, 0.00], [0.05, -0.10, 0.03], [0.06, 0.04, 0.02]],
  "spin_multiplicity": 4,
  "charge": 1,
  "homo_lumo_gap_ev": [6.7, 6.1],
  "homo_energy_ev": [-11.85, -11.79]
}



[2]
{
  "formula": "C9H5Cl9Cr2O4",
  "method": "ωB97M-V/def2-TZVPD",
  "symbols": ["Cr", "Cr", "C", "C", "C", "O", "C", "C", "C", "O", "O", "O", "H", "H", "C", "Cl", "Cl", "Cl", "H", "C", "Cl", "Cl", "Cl", "H", "C", "Cl", "Cl", "Cl", "H"],
  "coordinates": [[21.389146, 4.455085, -6.874972], [27.500349, 2.338510, -11.293457], [25.303203, 4.364872, -8.268642], [23.902969, 4.286577, -7.939124], [22.933440, 3.421385, -8.860580], [21.764657, 3.352480, -8.517249], [23.516462, 2.923887, -10.067393], [24.865615, 3.132215, -10.367266], [25.808285, 3.780999, -9.352222], [27.127747, 3.743447, -9.548325], [25.245582, 2.795797, -11.546288], [23.374417, 4.901802, -7.017479], [25.979040, 4.844059, -7.575796], [22.948561, 2.357889, -10.790949], [23.292035, -0.552644, -9.903190], [22.566639, -0.079286, -8.325126], [22.522810, -2.002821, -10.586015], [25.048586, -0.767954, -9.822346], [23.027909, 0.209761, -10.636044], [21.792322, 4.716355, -13.070600], [20.810588, 3.349152, -13.550332], [21.112606, 5.336946, -11.565179], [22.005924, 5.936596, -14.346155], [22.778668, 4.325749, -12.820343], [29.803333, 6.300724, -9.183698], [28.807299, 7.555137, -9.894056], [29.834556, 6.426560, -7.363649], [31.518246, 6.554385, -9.705720], [29.524814, 5.298389, -9.509051]],
  "forces_ev_per_a": [[1.04, -0.32, -0.89], [-2.55, 2.13, 1.59], [-1.86, 0.80, 2.34], [1.88, -1.38, -3.30], [5.18, 0.42, -2.40], [-3.25, 0.50, 2.13], [-0.69, 0.42, 1.75], [-0.92, -0.10, -0.62], [2.37, -1.12, -1.69], [-1.76, -1.83, -2.23], [2.99, -0.36, 1.26], [-2.21, 0.50, 1.85], [-0.04, 0.17, 0.11], [-0.28, 0.21, 0.02], [-0.94, -0.31, -0.51], [0.50, -0.28, -0.63], [0.25, 0.25, 0.52], [-0.16, 0.27, 0.16], [0.44, 0.09, 0.43], [0.59, -0.22, -0.18], [-0.08, -0.17, -0.45], [0.00, 0.60, 0.24], [-0.30, -0.44, 0.63], [-0.15, 0.20, -0.16], [1.63, 0.67, 0.83], [-0.24, -0.37, 0.07], [-0.49, -0.35, -1.14], [-0.73, -0.31, -0.04], [-0.23, 0.35, 0.31]],
  "spin_multiplicity": 9,
  "charge": 2,
  "homo_lumo_gap_ev": [4.9, 6.1],
  "homo_energy_ev": [-14.86, -14.86]
}



[3]
{
  "formula": "C9H5CoF6N2O8S2",
  "method": "ωB97M-V/def2-TZVPD",
  "symbols": ["Co", "O", "C", "O", "C", "C", "C", "C", "C", "N", "C", "O", "O", "H", "H", "H", "H", "H", "F", "C", "F", "F", "S", "O", "O", "N", "S", "O", "O", "C", "F", "F", "F"],
  "coordinates": [[0.325446, -0.613108, -0.240490], [-0.326318, 3.391975, -1.687600], [-0.179221, 2.270669, -1.023026], [-0.881501, 1.287191, -1.114680], [0.915992, 2.301798, 0.011312], [1.636477, 3.384434, 0.492154], [2.401008, 3.185885, 1.634986], [2.365899, 1.968943, 2.314969], [1.623353, 0.947689, 1.751676], [1.002001, 1.122665, 0.594655], [1.163703, -0.366238, 2.327235], [1.594923, -0.808013, 3.476804], [0.294233, -0.986304, 1.724903], [-1.063829, 3.304404, -2.314719], [1.580197, 4.349361, 0.009224], [2.982718, 4.003300, 2.038816], [2.886674, 1.860828, 3.257304], [2.277697, -0.243168, 3.865481], [4.576932, -2.697689, 0.768157], [4.491729, -1.652084, -0.036596], [5.559642, -1.565611, -0.798727], [4.370248, -0.543131, 0.698627], [2.989435, -1.876824, -1.079890], [1.898738, -1.810823, -0.072846], [3.114744, -3.096282, -1.792420], [3.062678, -0.536074, -1.917031], [1.801599, -0.049939, -2.700349], [1.795713, 1.365724, -2.861295], [0.565932, -0.658455, -2.128005], [1.837925, -0.801631, -4.400640], [3.036227, -0.595701, -4.912470], [1.586648, -2.092552, -4.322860], [0.915631, -0.195298, -5.126537]],
  "forces_ev_per_a": [[0.03, -0.01, 0.52], [0.01, -0.05, 0.00], [0.02, 0.08, -0.01], [-0.07, 0.13, -0.03], [0.03, -0.05, 0.05], [-0.04, -0.02, 0.00], [0.04, 0.05, 0.04], [-0.04, -0.03, 0.00], [-0.03, 0.01, -0.06], [-0.10, 0.01, -0.17], [-0.03, -0.09, 0.09], [0.01, 0.07, -0.05], [0.01, 0.02, 0.17], [0.00, 0.02, -0.01], [-0.01, -0.01, -0.01], [0.00, 0.00, 0.00], [0.00, -0.01, 0.00], [0.01, -0.03, 0.03], [0.02, 0.02, 0.01], [0.03, -0.07, -0.02], [0.01, 0.01, 0.02], [-0.04, 0.04, 0.02], [0.02, -0.05, 0.03], [0.11, -0.08, -0.18], [0.00, 0.05, 0.03], [-0.08, -0.12, -0.05], [-0.11, -0.12, -0.02], [0.00, 0.03, 0.03], [0.14, 0.14, -0.48], [0.04, 0.09, 0.09], [0.00, 0.02, -0.03], [0.02, -0.03, 0.03], [-0.02, -0.03, -0.02]],
  "spin_multiplicity": 2,
  "charge": 1,
  "homo_lumo_gap_ev": [9.5, 9.6],
  "homo_energy_ev": [-14.26, -14.40]
}



[4]
{
  "formula": "C9H5IN2",
  "method": "ωB97M-V/def2-TZVPD",
  "symbols": ["C", "C", "N", "N", "C", "C", "C", "I", "C", "C", "C", "C", "H", "H", "H", "H", "H"],
  "coordinates": [[2.191100, -1.943551, -0.123038], [1.258515, -1.165735, -0.684687], [0.930812, -1.214242, -2.062661], [-0.000042, -0.425532, -2.324663], [-0.409055, 0.249544, -1.168248], [0.342232, -0.208394, -0.085820], [0.048054, 0.271213, 1.234520], [1.742975, 0.961178, 2.498803], [-1.252467, -0.026853, 1.863032], [-1.287407, 1.081914, 1.168399], [-1.713107, 1.848359, 0.068968], [-1.308258, 1.346866, -1.131813], [2.736927, -2.654207, -0.716937], [2.412475, -1.879124, 0.929009], [-1.761769, -0.765911, 2.428141], [-2.303860, 2.743845, 0.172226], [-1.627124, 1.780631, -2.065231]],
  "forces_ev_per_a": [[-0.40, 0.31, -0.34], [-0.05, 0.13, 0.78], [0.64, -0.79, -0.65], [-0.09, 0.14, -0.74], [0.78, -0.36, 1.70], [-0.44, 0.11, -0.98], [-0.50, 0.43, 0.74], [-0.51, -0.25, -0.52], [0.72, 1.46, -0.35], [0.61, -1.44, 0.81], [-0.11, 0.33, -0.68], [-0.21, 0.30, 0.32], [0.12, -0.11, -0.22], [-0.02, 0.06, 0.17], [-0.33, -0.47, 0.16], [-0.12, 0.03, -0.07], [-0.08, 0.10, -0.12]],
  "smiles": "C=C1N=NC2=C1[C@]1(I)C=C1C=C2",
  "spin_multiplicity": 1,
  "charge": 0,
  "homo_lumo_gap_ev": 7.7,
  "homo_energy_ev": -8.91
}



What relative energy (zero: lowest compared OMol25 entry of this formula, charge and spin) values result from the calculations? In sequence: 7.5 121.3 0.0 0.0 kJ/mol.